The following is a DFT calculation (the ωB97M-V functional and the def2-TZVPD basis) of C33H31BiN9O3S3Sb as an isolated structure.

As for the charge: -1. The expectation value of S² is 0.763. The energy is -99164.7849 eV. As for the LUMO energy (alpha / beta): 0.0519 / 0.0092 Eh. The value obtained for the energy relative to the best compared isomer or geometry (same formula, charge and spin) is 0.7981 eV. As for the spin multiplicity: 2. Its frontier orbital gap (alpha / beta) is 5.12 / 3.96 eV.

```
81
Properties=species:S:1:pos:R:3:lowdin_charge:R:1
Bi -0.43 -0.13 -1.83 1.423
C 3.45 -2.72 2.64 -0.068
C 2.08 -2.20 2.30 -0.298
C 0.98 -3.05 2.13 -0.050
C -0.26 -2.57 1.78 -0.043
C -0.53 -1.19 1.57 -0.288
N -1.72 -0.67 1.19 0.064
C -2.86 -1.16 1.70 -0.253
C -3.00 -1.97 2.87 -0.034
C -4.23 -2.34 3.39 -0.073
C -5.43 -1.95 2.80 -0.309
C -6.76 -2.35 3.37 -0.078
C -5.33 -1.16 1.66 -0.006
C -4.10 -0.77 1.15 -0.142
N -4.13 0.11 0.02 -0.100
C -4.86 1.23 -0.10 -0.080
C -4.74 1.66 -1.40 -0.066
C -3.90 0.70 -2.00 -0.199
N -3.53 -0.23 -1.13 0.052
C 0.60 -0.37 1.72 -0.147
C 1.85 -0.85 2.08 -0.032
N 0.50 1.05 1.54 -0.079
C 1.10 2.00 2.28 -0.075
C 0.77 3.22 1.75 -0.079
C -0.07 2.90 0.66 -0.199
N -0.22 1.59 0.55 0.008
H 3.39 -3.65 3.20 0.069
H 4.01 -2.01 3.24 0.069
H 4.04 -2.92 1.74 0.071
H 1.12 -4.12 2.25 0.109
H -1.07 -3.26 1.63 0.112
H -2.10 -2.27 3.39 0.095
H -4.25 -2.94 4.28 0.101
H -6.65 -3.18 4.07 0.065
H -7.45 -2.69 2.59 0.069
H -7.26 -1.53 3.90 0.069
H -6.22 -0.83 1.15 0.117
H -5.40 1.63 0.74 0.119
H -5.17 2.54 -1.85 0.085
H -3.53 0.66 -3.01 0.054
H 2.68 -0.15 2.16 0.108
H 1.68 1.73 3.15 0.118
H 1.05 4.20 2.11 0.083
H -0.58 3.56 -0.03 0.070
S -2.37 1.03 -5.85 -0.172
Sb -0.37 1.61 -4.85 0.182
S 0.77 -0.35 -4.16 -0.145
S -0.82 2.37 -2.65 -0.187
N 7.47 7.47 -0.62 0.149
C 6.82 6.52 -0.68 -0.184
C 6.01 5.33 -0.76 -0.234
C 4.64 5.42 -0.52 -0.014
C 3.86 4.28 -0.57 0.014
C 4.44 3.05 -0.88 -0.171
C 5.81 2.97 -1.12 0.003
C 6.59 4.11 -1.05 -0.021
N 3.64 1.89 -0.93 -0.001
C 4.03 0.59 -0.66 -0.027
C 2.92 -0.17 -0.82 -0.105
N 1.87 0.64 -1.21 -0.060
C 2.33 1.85 -1.28 -0.166
H 4.19 6.37 -0.28 0.123
H 2.80 4.33 -0.34 0.109
H 6.26 2.02 -1.38 0.115
H 7.65 4.05 -1.24 0.121
H 5.02 0.34 -0.32 0.117
H 2.77 -1.23 -0.68 0.098
H 1.76 2.71 -1.58 0.089
C -2.27 -3.26 -1.68 -0.003
C -1.92 -2.70 -3.02 -0.601
N -1.44 -3.56 -3.95 0.179
O -2.06 -1.51 -3.31 -0.193
H -2.78 -4.22 -1.79 0.088
H -2.89 -2.55 -1.14 0.058
H -1.34 -3.43 -1.14 0.069
H -0.95 -4.37 -3.58 0.090
H -1.01 -3.11 -4.74 0.105
O 0.89 -4.18 -2.36 -0.043
C 1.27 -3.03 -2.17 -0.592
O 0.76 -2.18 -1.35 -0.324
H 2.12 -2.65 -2.77 0.102
```